1.
Formula: BrH2OP
Source: the Open Molecules 2025 dataset
Level of theory: wB97M-V/def2-TZVPD

Last column: natural (NBO) charge in e.
Atoms and positions in Å:
1 O -0.0654 1.1486 0.1263  -1.03
2 P -0.5444 -0.0010 -0.8810  0.79
3 Br -2.2620 -0.5987 0.3352  -0.26
4 H 0.8751 1.0871 0.5029  0.52
5 H 1.9966 -1.6360 -0.0835  -0.03

Output
HOMO-LUMO gap (alpha / beta) ... 7.18 / 9.64 eV
E_tot ... -2991.70194 Eh
Multiplicity ... 1
HOMO level (alpha / beta) ... -8.0 / -10.5 eV
F_max ... 3.02 eV Å⁻¹

2.
Formula: BrH4N2P
Source: the Open Molecules 2025 dataset
Level of theory: wB97M-V/def2-TZVPD

Last column: natural (NBO) charge in e.
Atoms and positions in Å:
1 N -0.3817 -0.9762 0.7303  -1.13
2 P 0.9368 0.0471 0.0967  1.09
3 N -0.1579 1.1915 -0.4884  -1.21
4 Br 1.5619 -1.2687 -1.6406  -0.32
5 H 0.0366 -1.8300 1.1631  0.39
6 H -0.7287 -0.3205 1.3840  0.37
7 H -1.1845 0.9807 -0.5948  0.40
8 H -0.0826 2.1761 -0.6504  0.41

Output
HOMO-LUMO gap ... 9.98 eV
E_tot ... -3027.31689 Eh
Multiplicity ... 1
HOMO level ... -8.9 eV
F_max ... 2.76 eV Å⁻¹

3.
Formula: BrH6O3
Source: the Open Molecules 2025 dataset
Level of theory: wB97M-V/def2-TZVPD

Last column: natural (NBO) charge in e.
Atoms and positions in Å:
1 Br -0.6166 0.8424 -1.3271  -1.00
2 O 2.1467 2.4172 3.3719  -0.95
3 H 1.3677 2.3316 3.9215  0.46
4 H 1.9100 1.9852 2.5512  0.48
5 O -3.3416 -2.1047 3.3163  -0.95
6 H -3.0988 -1.4409 3.9618  0.46
7 H -3.0347 -1.7510 2.4814  0.48
8 O 1.5951 -1.1459 -6.1376  -0.94
9 H 1.7513 -0.4608 -6.7876  0.46
10 H 1.3210 -0.6732 -5.3517  0.49

Output
HOMO-LUMO gap ... 6.82 eV
E_tot ... -2803.41142 Eh
Net charge ... -1
Multiplicity ... 1
HOMO level ... -3.7 eV
F_max ... 0.43 eV Å⁻¹

4.
Formula: BrH8NSi3
Source: the Open Molecules 2025 dataset
Level of theory: wB97M-V/def2-TZVPD

Last column: natural (NBO) charge in e.
Atoms and positions in Å:
1 Si -0.9040 0.8675 -2.6396  1.47
2 N -0.6879 1.3048 -1.1429  -1.58
3 Si -1.4782 1.6264 0.3721  1.11
4 H 0.2162 0.4182 -3.3305  -0.24
5 H -1.9696 0.7460 -3.8143  -0.20
6 H -1.4595 3.0804 0.6477  -0.18
7 H -2.9156 1.0799 0.1354  -0.18
8 H -0.4700 1.0279 1.2414  -0.19
9 Si 1.6268 -1.5469 1.5627  0.73
10 Br 3.6603 -1.8472 2.3921  -0.32
11 H 1.5173 -0.0835 1.2551  -0.14
12 H 0.6616 -1.6850 2.7605  -0.14
13 H 1.5134 -2.5297 0.3331  -0.12

Output
HOMO-LUMO gap ... 9.32 eV
E_tot ... -3501.98032 Eh
Multiplicity ... 1
HOMO level ... -9.6 eV
F_max ... 1.98 eV Å⁻¹

5.
Formula: BrHO2
Source: the Open Molecules 2025 dataset
Level of theory: wB97M-V/def2-TZVPD

Last column: natural (NBO) charge in e.
Atoms and positions in Å:
1 O 0.3300 -0.2144 -0.7273  -0.27
2 O -0.6319 -0.1874 -1.5738  -0.12
3 Br -2.1600 -2.1514 -1.3061  -0.08
4 H -0.0663 -0.5873 0.0871  0.47

Output
HOMO-LUMO gap (alpha / beta) ... 9.09 / 7.77 eV
E_tot ... -2724.90777 Eh
Multiplicity ... 1
HOMO level (alpha / beta) ... -10.6 / -10.6 eV
F_max ... 1.56 eV Å⁻¹

6.
Formula: BrHgPb
Source: the Open Molecules 2025 dataset
Level of theory: wB97M-V/def2-TZVPD

Last column: natural (NBO) charge in e.
Atoms and positions in Å:
1 Hg 1.6049 -2.0019 -0.0927  1.55
2 Pb -1.6861 1.6880 0.9915  1.86
3 Br 0.0811 0.3139 -0.8987  -0.41

Output
HOMO-LUMO gap ... 6.86 eV
E_tot ... -2918.92018 Eh
Net charge ... +3
Multiplicity ... 1
HOMO level ... -24.6 eV
F_max ... 1.80 eV Å⁻¹

7.
Formula: BrV2
Source: the Open Molecules 2025 dataset
Level of theory: wB97M-V/def2-TZVPD

Last column: natural (NBO) charge in e.
Atoms and positions in Å:
1 V -5.5758 -8.5222 -14.3855  2.23
2 V -5.5057 -3.4699 -14.9686  2.23
3 Br -5.0466 -6.0864 -14.9681  0.54

Output
HOMO-LUMO gap ... 4.31 eV
E_tot ... -4458.27288 Eh
Net charge ... +5
Multiplicity ... 1
HOMO level ... -36.9 eV
F_max ... 0.82 eV Å⁻¹

8.
Formula: C108H72O36
Source: the Open Molecules 2025 dataset
Level of theory: wB97M-V/def2-TZVPD

Last column: Löwdin charge in e.
Atoms and positions in Å:
1 C 3.9468 23.1663 23.7889  0.01
2 C 3.1480 24.0837 24.2983  0.01
3 C 1.7460 24.2288 23.8072  -0.42
4 O 1.2124 25.2829 24.0886  0.11
5 C 1.2530 23.3097 22.7741  0.04
6 C 2.1343 22.4321 22.2901  0.00
7 C 3.5155 22.2179 22.7372  -0.37
8 O 4.1937 21.3089 22.2421  0.07
9 H 4.9750 23.1556 24.1328  0.12
10 H 3.4373 24.8367 25.0450  0.14
11 H 0.2676 23.3196 22.3725  0.12
12 H 1.9091 21.6711 21.6173  0.09
13 C 4.5759 12.3380 27.9161  0.06
14 C 3.6888 12.1496 26.9019  0.02
15 C 3.9701 11.1219 25.8823  -0.38
16 O 3.1151 10.7659 25.0802  0.08
17 C 5.3201 10.4355 25.8851  0.02
18 C 6.2629 10.6452 26.8179  0.03
19 C 5.9429 11.5938 27.9580  -0.28
20 O 6.7268 11.7554 28.9056  0.05
21 H 4.3509 12.9249 28.8376  0.11
22 H 2.7702 12.7044 26.9400  0.07
23 H 5.5314 9.6711 25.1145  0.13
24 H 7.1670 10.1173 26.8570  0.08
25 C 7.5552 16.2369 32.3752  -0.01
26 C 7.1541 16.3762 33.6410  0.04
27 C 7.1566 17.7711 34.3574  -0.41
28 O 6.6877 17.7975 35.4524  0.12
29 C 7.9346 18.8602 33.7742  0.01
30 C 8.5163 18.6434 32.5791  0.05
31 C 8.2535 17.3713 31.6974  -0.32
32 O 8.5729 17.3594 30.5109  0.04
33 H 7.3552 15.3633 31.7263  0.11
34 H 6.6889 15.5449 34.2062  0.11
35 H 8.1952 19.6779 34.4721  0.14
36 H 9.1380 19.3758 32.0566  0.10
37 C 0.4917 14.3222 26.3350  0.03
38 C -0.4761 14.5886 25.4502  0.01
39 C -1.8683 14.5049 25.9208  -0.37
40 O -2.7382 14.6555 25.0693  0.09
41 C -2.2100 14.3367 27.3634  0.04
42 C -1.2415 14.0742 28.2414  0.03
43 C 0.1644 13.9512 27.7483  -0.34
44 O 1.0857 13.6623 28.4959  0.07
45 H 1.5643 14.2699 26.1246  0.11
46 H -0.4314 14.7916 24.4001  0.12
47 H -3.1947 14.3841 27.6331  0.10
48 H -1.5022 13.8974 29.2949  0.10
49 C 5.7544 21.0518 29.3901  0.04
50 C 6.9923 20.7968 29.8893  0.02
51 C 8.0358 21.8627 30.0674  -0.39
52 O 9.1468 21.6247 30.5046  0.08
53 C 7.5551 23.2839 29.9692  0.02
54 C 6.3123 23.5335 29.5215  0.03
55 C 5.4703 22.4296 28.9554  -0.40
56 O 4.6044 22.7186 28.1832  0.11
57 H 4.9595 20.3020 29.2463  0.11
58 H 7.2584 19.7794 30.1315  0.09
59 H 8.2697 24.0587 30.2154  0.12
60 H 5.8565 24.5499 29.4550  0.14
61 C -2.6073 16.4892 30.7196  0.03
62 C -2.5379 17.6684 31.3404  0.01
63 C -2.9417 17.8156 32.7475  -0.38
64 O -3.0599 18.9147 33.2718  0.11
65 C -3.0731 16.5389 33.4783  0.02
66 C -3.1824 15.3661 32.8801  0.02
67 C -3.0964 15.2787 31.4139  -0.38
68 O -3.3395 14.2485 30.7997  0.08
69 H -2.4135 16.5986 29.6882  0.10
70 H -2.3602 18.6160 30.8341  0.11
71 H -3.2071 16.7138 34.5361  0.12
72 H -3.2634 14.4369 33.3949  0.12
73 C 12.5768 14.9302 29.2315  0.02
74 C 13.0172 15.1533 30.4753  0.02
75 C 12.8407 16.4597 31.1408  -0.40
76 O 13.1176 16.6337 32.3020  0.12
77 C 12.3822 17.5588 30.2874  0.02
78 C 12.0106 17.3364 29.0467  0.01
79 C 11.7804 15.9923 28.5226  -0.36
80 O 11.0002 15.8151 27.5848  0.08
81 H 12.7747 14.0666 28.5605  0.14
82 H 13.5227 14.4052 31.0801  0.13
83 H 12.4972 18.5745 30.7183  0.14
84 H 11.7449 18.0998 28.3581  0.11
85 C 4.4938 17.7006 21.9492  0.02
86 C 5.3322 17.9739 22.9538  0.03
87 C 5.2932 17.1510 24.2188  -0.35
88 O 6.1898 17.1750 25.0122  0.11
89 C 4.0367 16.3331 24.3336  0.03
90 C 3.2175 16.0340 23.3134  0.01
91 C 3.4653 16.6040 21.9806  -0.39
92 O 2.8333 16.2680 20.9806  0.09
93 H 4.4747 18.2269 20.9809  0.14
94 H 6.0538 18.7701 22.7907  0.11
95 H 3.8100 15.9015 25.3234  0.12
96 H 2.3364 15.4018 23.4647  0.12
97 C -1.5306 8.8817 28.1970  0.02
98 C -1.1564 7.6116 28.0945  0.03
99 C -0.2941 7.2100 26.9509  -0.40
100 O 0.2467 6.1236 26.8255  0.10
101 C -0.0050 8.1400 25.8794  0.00
102 C -0.3898 9.4066 25.9669  0.02
103 C -1.1053 9.9296 27.1694  -0.36
104 O -1.2875 11.1051 27.2885  0.11
105 H -2.0942 9.2577 29.0403  0.12
106 H -1.4150 6.8194 28.7508  0.11
107 H 0.4428 7.6000 24.9626  0.16
108 H -0.1707 10.0514 25.1301  0.12
109 C 1.2630 20.4850 28.4959  0.04
110 C 1.6675 21.2354 27.4665  0.03
111 C 0.5826 21.7879 26.5367  -0.33
112 O 0.8991 22.6482 25.7303  0.09
113 C -0.8611 21.4236 26.6472  0.03
114 C -1.2759 20.6902 27.6694  0.03
115 C -0.2390 20.1753 28.6109  -0.36
116 O -0.5802 19.4547 29.4990  0.09
117 H 1.9515 19.9704 29.1789  0.10
118 H 2.6839 21.5112 27.2148  0.10
119 H -1.5479 21.8994 25.9455  0.13
120 H -2.2436 20.5211 28.0302  0.11
121 C 1.5608 17.5838 31.5132  0.02
122 C 0.9625 16.7914 32.3541  0.04
123 C 1.7527 16.0738 33.4499  -0.36
124 O 1.3815 15.2074 34.1677  0.13
125 C 3.2626 16.4667 33.4913  0.07
126 C 3.8162 17.3623 32.6365  0.01
127 C 3.0016 17.9797 31.5710  -0.36
128 O 3.5839 18.7672 30.8134  0.06
129 H 1.1101 18.1907 30.7681  0.09
130 H -0.0820 16.4929 32.3301  0.10
131 H 3.8291 16.1134 34.3054  0.10
132 H 4.8426 17.7496 32.8012  0.11
133 C 0.8378 10.8240 30.4155  0.02
134 C -0.0246 11.7298 30.7785  0.01
135 C 0.4787 12.9567 31.4249  -0.40
136 O -0.2106 13.8590 31.7748  0.13
137 C 1.9407 12.9433 31.6758  0.04
138 C 2.8185 12.0436 31.2833  0.02
139 C 2.3324 10.9601 30.4665  -0.39
140 O 3.0290 10.2272 29.8088  0.12
141 H 0.6061 9.8719 29.8778  0.13
142 H -1.0750 11.6299 30.5604  0.12
143 H 2.1581 13.8879 32.2405  0.12
144 H 3.8480 12.2208 31.4879  0.10
145 C 8.8759 20.2467 25.3518  0.02
146 C 8.7232 19.0036 24.8868  0.03
147 C 8.8000 17.8040 25.8213  -0.36
148 O 8.8908 16.6675 25.3746  0.08
149 C 8.9607 18.1281 27.2890  0.01
150 C 8.8846 19.4005 27.7529  0.04
151 C 8.7796 20.5935 26.8101  -0.36
152 O 8.5228 21.7244 27.1044  0.12
153 H 9.0195 21.1190 24.7923  0.10
154 H 8.4589 18.7799 23.8217  0.13
155 H 9.1236 17.2376 27.8427  0.08
156 H 8.9906 19.5808 28.8464  0.10
157 C -1.1345 17.7229 24.1772  0.02
158 C -0.7220 18.3015 23.0374  0.04
159 C 0.6724 18.8921 22.8881  -0.37
160 O 1.2113 19.0269 21.8122  0.11
161 C 1.3017 19.3493 24.1507  0.06
162 C 0.9133 18.7595 25.3155  0.02
163 C -0.3038 17.9282 25.4212  -0.37
164 O -0.7699 17.5204 26.4732  0.09
165 H -2.0912 17.2027 24.2277  0.12
166 H -1.3214 18.1805 22.1212  0.13
167 H 2.1334 20.0171 24.0193  0.11
168 H 1.3848 18.9298 26.2582  0.07
169 C 7.4557 14.4026 23.0921  0.03
170 C 7.6795 15.0126 21.9438  0.02
171 C 6.9506 14.5676 20.6973  -0.38
172 O 7.3925 14.8517 19.6181  0.12
173 C 5.7910 13.6523 20.8633  0.01
174 C 5.4460 13.1820 22.0172  0.00
175 C 6.2338 13.4800 23.2185  -0.35
176 O 5.8994 13.1669 24.3366  0.10
177 H 7.9817 14.6415 23.9589  0.08
178 H 8.5713 15.6701 21.8725  0.13
179 H 5.2522 13.5040 19.9304  0.13
180 H 4.5509 12.5926 22.1858  0.13
181 C 7.5329 10.5763 31.7968  0.05
182 C 6.7913 11.6747 31.9845  -0.01
183 C 6.9773 12.3898 33.2189  -0.35
184 O 6.1906 13.2165 33.7085  0.05
185 C 8.1958 12.0915 34.1356  0.04
186 C 8.9567 11.0330 33.8881  -0.02
187 C 8.6127 10.1413 32.7898  -0.37
188 O 9.2836 9.1304 32.6063  0.08
189 H 7.3258 9.9239 30.9273  0.13
190 H 5.9660 12.1299 31.4001  0.11
191 H 8.3076 12.7797 34.9999  0.13
192 H 9.6898 10.5930 34.5906  0.14
193 C 10.6657 10.9289 29.1943  0.02
194 C 10.9861 11.7029 30.2873  0.05
195 C 10.1605 12.9932 30.5791  -0.32
196 O 10.1245 13.4360 31.7334  0.06
197 C 9.4201 13.5753 29.3506  0.02
198 C 9.2718 12.8165 28.2760  0.00
199 C 9.6886 11.3785 28.2346  -0.44
200 O 9.4444 10.6737 27.3113  0.12
201 H 11.0050 9.8924 29.0202  0.14
202 H 11.5960 11.3643 31.1006  0.11
203 H 9.1176 14.6182 29.3731  0.11
204 H 8.7882 13.0869 27.3400  0.13
205 C 3.5344 15.8852 29.1383  0.03
206 C 3.0631 16.7689 28.2268  0.02
207 C 3.9460 17.7424 27.5875  -0.40
208 O 3.5104 18.5359 26.7720  0.08
209 C 5.3600 17.7986 27.9298  0.00
210 C 5.9012 16.8911 28.7057  0.05
211 C 4.9860 16.0327 29.4835  -0.35
212 O 5.3936 15.2954 30.3873  0.07
213 H 2.9046 15.1791 29.7667  0.13
214 H 2.0095 16.7273 27.8949  0.13
215 H 5.8414 18.5753 27.3500  0.12
216 H 6.9309 16.7625 29.0698  0.11

Output
HOMO-LUMO gap ... 8.00 eV
E_tot ... -6866.59114 Eh
Multiplicity ... 1
HOMO level ... -10.0 eV
F_max ... 4.24 eV Å⁻¹